DFT (ωB97M-V/def2-TZVPD) results for an isolated molecule of C3H4N2O in a non-equilibrium geometry.

Geometry (Å):
N1 1.288 -0.514 -0.595
O1 -2.717 -0.954 -0.007
H1 1.987 -0.112 1.332
C1 -2.199 0.161 -0.003
N2 0.019 -0.684 -0.222
H2 -2.724 1.169 0.368
C2 -0.739 0.301 -0.356
C3 2.202 -0.251 0.275
H3 -0.337 1.221 -0.758
H4 3.221 -0.336 -0.033

Computed properties:
- Kohn-Sham gap: 9.8 eV
- HOMO level: -10.06 eV
- Energy: -8200.6570 eV
- Energy above the lowest of the compared OMol25 structures with the same formula, charge and spin: 311.5 kJ/mol
- F_max: 2.726 eV/Å
- SMILES: C=N/N=C/C=O
- LUMO level: -0.2 eV

These are the natural (NBO) partial charges, in e, on atoms 1 to 8: -0.21 -0.48 0.17 0.38 -0.16 0.12 -0.07 -0.11